## P
C3H15N2O2 | ωB97M-V/def2-TZVPD

```
! wB97M-V def2-TZVPD RIJCOSX def2/J DEFGRID3
* xyz 1 1
O 0.4031 -0.9026 -2.7335
O -2.4279 1.1602 0.9239
N -0.9637 -1.2439 0.9549
N 0.5691 0.6495 -0.0513
C 0.4842 -1.5898 0.7611
C 1.2606 1.9230 -0.2117
C 1.2611 -0.2849 0.7986
H -3.0143 1.3973 0.1908
H 0.7267 2.5073 -0.9461
H -1.2837 -1.5297 1.8839
H -1.0978 -0.2231 0.7656
H 2.3114 1.8163 -0.4828
H 0.4571 0.2442 -0.9766
H 0.8108 -2.3045 1.5043
H 1.3426 -0.7983 -2.9278
H -2.2186 1.9841 1.3794
H 1.3264 0.1269 1.8126
H 1.2745 2.5069 0.7089
H 0.6380 -2.0212 -0.2309
H 2.3156 -0.4780 0.5700
H -0.0313 -0.4310 -3.4620
H -1.5774 -1.7956 0.3537
*
```

Its highest occupied orbital energy is -12.91 eV. The calculation puts the LUMO energy at -2.927 eV. As for the HOMO-LUMO gap: 9.99 eV. The molar mass is 111.165 g mol⁻¹.

Atomic partial charges in e from the Mulliken method, atoms 1 to 6: O -0.67; O -0.64; N -0.16; N -0.25; C -0.62; C -1.10

## Q
C3H15N2O2 | ωB97M-V/def2-TZVPD

```
! wB97M-V def2-TZVPD RIJCOSX def2/J DEFGRID3
* xyz 1 1
O -2.1987 1.1090 0.9844
O -1.2201 -1.3737 2.2617
N -0.1626 1.6094 -0.9055
N 2.3684 -1.0583 -0.3045
C 1.5106 0.0618 0.0505
C -0.2458 -0.7097 -1.6179
C 0.6893 0.3817 -1.1851
H -0.7090 -1.2524 -0.8009
H 2.3583 -1.7294 0.4430
H -1.8047 0.2581 1.2433
H 0.8525 -0.2561 0.8553
H 3.3145 -0.7304 -0.4471
H -0.7173 1.8739 -1.7208
H -3.1322 0.9629 1.1854
H 0.4056 2.3981 -0.5905
H -0.9218 -1.0926 3.1351
H 2.0717 0.9185 0.4191
H 0.2795 -1.4947 -2.1548
H -0.8405 1.4172 -0.1423
H -0.9849 -0.3745 -2.3438
H -1.2508 -2.3377 2.3202
H 1.3397 0.6664 -1.9959
*
```

Its highest occupied orbital energy is -13.36 eV. The calculation puts the LUMO energy at -2.898 eV. As for the HOMO-LUMO gap: 10.47 eV. The molar mass is 111.165 g mol⁻¹.

Atomic partial charges in e from the Mulliken method, atoms 1 to 6: O -0.72; O -0.64; N -0.14; N -0.53; C -0.55; C -1.38

Stability verdict: Q, ahead by 0.0142 hartree

## P
HNO2S | ωB97M-V/def2-TZVPD

```
! wB97M-V def2-TZVPD RIJCOSX def2/J DEFGRID3
* xyz 0 1
S -1.9884 -0.0060 -0.4595
O -3.2078 -0.4871 0.3474
O -1.0574 1.3478 0.1856
N -0.5166 0.1236 0.5312
H 0.3045 0.0345 -0.1216
*
```

Its highest occupied orbital energy (alpha / beta) is -10.72 / -10.72 eV. The calculation puts the LUMO energy (alpha / beta) at -0.381 / -0.381 eV. As for the HOMO-LUMO gap (alpha / beta): 10.34 / 10.34 eV. The molar mass is 79.080 g mol⁻¹.

The net atomic charges from Mulliken, expressed in e, are: S 0.60; O -0.45; O -0.22; N -0.21; H 0.28

## Q
HNO2S | ωB97M-V/def2-TZVPD

```
! wB97M-V def2-TZVPD RIJCOSX def2/J DEFGRID3
* xyz 0 1
S 1.4821 -0.0038 -0.2328
O 3.3080 -1.8395 0.1116
O 0.4258 -0.0626 0.8067
N 2.7001 -0.9841 -0.5915
H 2.6879 -1.2451 -1.4600
*
```

Its highest occupied orbital energy (alpha / beta) is -9.54 / -10.28 eV. The calculation puts the LUMO energy (alpha / beta) at -1.352 / -1.422 eV. As for the HOMO-LUMO gap (alpha / beta): 8.19 / 8.86 eV. The molar mass is 79.080 g mol⁻¹.

The net atomic charges from Mulliken, expressed in e, are: S 0.40; O -0.42; O -0.40; N 0.17; H 0.25

Stability verdict: P, ahead by 0.0314 hartree

## P
C37H43ClN5O2STi | ωB97M-V/def2-TZVPD

```
! wB97M-V def2-TZVPD RIJCOSX def2/J DEFGRID3
* xyz -1 3
Ti -0.0652 -0.1904 -0.0952
Cl 3.4329 -3.7807 -6.9510
S -6.2210 -4.4084 0.5751
O 1.5456 -1.0407 -1.1376
O -0.0137 -0.2075 -2.4342
N 0.3920 -0.7873 1.4190
N -1.5902 -1.7458 -0.4283
N -5.7559 -4.1332 -2.0259
N 0.8159 1.7840 -0.0712
N -1.7113 1.2305 0.0755
C 1.7104 2.2059 2.5803
C -5.6534 -0.0143 0.8012
C 2.7720 -2.3775 -3.2766
C -3.4372 -2.9004 0.6214
C 4.9384 2.2445 0.5790
C 1.6140 -1.6310 -3.4458
C 2.7270 -2.9480 -5.5923
C 0.8119 -3.1168 1.9839
C 1.5693 -2.2108 -5.7804
C 3.3382 -3.0414 -4.3531
C 2.5675 2.0092 -2.3705
C 1.0400 -1.6528 2.3782
C -5.2725 -3.9069 -0.7315
C -3.9199 0.6053 -0.7663
C -3.2157 -2.9228 -1.7621
C 3.0866 2.0230 -0.9592
C 4.4520 2.1350 -0.7127
C -3.0656 0.8592 0.3089
C -2.4180 3.6212 0.0147
C 2.6831 2.1463 1.4353
C 0.4472 4.2542 -0.1234
C 1.0157 -1.5491 -4.6958
C -1.3934 2.5218 -0.0049
C -3.4631 0.8505 -2.1781
C 2.5465 -1.3757 2.3764
C -0.0187 2.8268 -0.0782
C -2.0770 -2.1827 -1.6182
C -2.2928 -2.1690 0.6699
C -5.2083 0.1551 -0.5006
C 2.2062 1.9923 0.1266
C -4.8082 0.2880 1.8565
C 4.0513 2.2647 1.6450
C 1.0081 -0.9165 -2.2833
C -4.0081 -3.2776 -0.6278
C -3.5078 0.7233 1.6279
C -2.5721 1.0162 2.7699
C 0.4619 -1.4045 3.7747
H -5.8632 -0.0885 -1.3303
H 2.7475 -0.3287 2.6074
H 1.3678 -3.7852 2.6479
H 0.1143 -0.9596 -4.8019
H 3.0581 -2.0003 3.1145
H 4.2393 -3.6278 -4.2397
H -2.9686 0.6140 3.7034
H -3.4275 3.2157 0.0076
H -6.6430 -0.4103 0.9898
H 2.2276 2.1000 3.5353
H 0.1203 4.7469 -1.0440
H 6.0047 2.3200 0.7550
H -5.1460 0.1472 2.8779
H -6.7358 -4.3730 -2.0152
H -2.4213 0.5648 -2.3227
H 2.3400 3.0295 -2.6966
H -0.2456 -3.3792 2.0364
H 0.6731 -0.3846 4.1048
H -5.5332 -3.4154 -2.7003
H 0.9598 1.4198 2.4850
H -4.0787 0.2882 -2.8807
H 3.2175 -2.4310 -2.2922
H -3.5463 1.9131 -2.4316
H 0.0373 4.8323 0.7088
H -3.9468 -3.1678 1.5363
H 3.3121 1.6027 -3.0568
H -1.5872 0.5814 2.5882
H 5.1380 2.1398 -1.5530
H -2.3138 4.2495 0.9044
H -0.6217 -1.5415 3.7608
H -2.3012 4.2740 -0.8539
H 1.1494 -3.2768 0.9581
H 1.1811 3.1640 2.5888
H 1.5332 4.3143 -0.0784
H 4.4214 2.3652 2.6595
H -2.4292 2.0935 2.9034
H 1.6458 1.4413 -2.4619
H -1.5145 -1.8997 -2.4957
H 1.1140 -2.1605 -6.7599
H 0.8892 -2.0998 4.5027
H 2.9591 -1.5851 1.3871
H -1.8841 -1.8550 1.6203
H -3.4831 -3.2408 -2.7612
*
```

Its highest occupied orbital energy (alpha / beta) is -2.66 / -4.76 eV. Its expectation value of S² is 2.022. The calculation puts the LUMO energy (alpha / beta) at 2.278 / 2.253 eV. As for the HOMO-LUMO gap (alpha / beta): 4.94 / 7.01 eV. The molar mass is 705.171 g mol⁻¹.

Atomic partial charges in e from the Mulliken method, atoms 1 to 6: Ti -1.01; Cl -0.23; S -0.50; O -1.07; O -0.67; N 1.13

## Q
C37H43ClN5O2STi | ωB97M-V/def2-TZVPD

```
! wB97M-V def2-TZVPD RIJCOSX def2/J DEFGRID3
* xyz -1 3
Ti 0.0187 0.1597 -0.0536
Cl -4.5526 7.1488 -1.1804
S 1.1145 0.5009 -7.5014
O -2.0155 0.9977 -0.2454
O -0.1515 2.1564 -0.3455
N -0.1377 0.0935 -2.1904
N 1.7120 -0.0228 0.0593
N -1.3458 -0.4080 -7.0669
N -0.7435 -1.7596 0.2288
N -0.3942 0.1951 2.0939
C 3.8386 -0.3978 -1.1236
C 1.1593 0.2943 3.9892
C -1.2069 -1.9474 1.4757
C -0.1707 0.0628 -6.4821
C -1.9632 -4.4116 -2.8332
C 0.8999 0.6020 -2.9416
C -1.2640 -0.3585 -4.2723
C -2.9018 -3.6948 -2.1130
C 1.2596 -3.3460 -1.1371
C 0.9325 0.6178 -4.2998
C -2.2090 3.3388 -0.6755
C 3.1333 0.3082 0.0396
C -0.2016 -3.4258 -1.4961
C -1.0240 -0.9332 2.4404
C -2.2737 5.6938 -1.1639
C -1.2110 -0.3331 -2.9109
C -4.3175 4.4968 -0.7080
C -1.4273 2.0922 -0.4040
C -1.1585 -2.6854 -0.7886
C -2.5200 -2.8268 -1.0941
C 1.5193 -1.1677 3.8413
C 3.2992 1.8257 -0.1071
C 0.2148 0.9278 3.1572
C -1.2177 2.9444 2.6111
C -3.6470 5.6693 -1.0051
C -0.1438 2.2553 3.4142
C 0.4808 2.9485 4.4499
C -0.6208 -4.2702 -2.5187
C 1.7654 1.0198 5.0097
C 1.4434 2.3467 5.2423
C -3.5813 -2.0066 -0.3978
C -1.5584 -1.1624 3.8318
C -1.5559 4.5172 -0.9927
C -1.7388 -3.2825 1.9330
C -3.5856 3.3265 -0.5468
C -0.1586 0.0960 -5.0621
C 3.8422 -0.1124 1.3253
H -1.8154 -3.9795 1.1026
H -1.0572 -3.7127 2.6734
H -1.3724 -0.3020 4.4711
H -4.0767 2.3906 -0.3107
H -1.1157 -2.0450 4.3057
H 3.6455 -1.1680 1.5268
H -2.2075 -0.1899 -6.5877
H -2.7206 -3.1979 2.4076
H -2.2728 -5.0696 -3.6392
H -4.4164 -1.8282 -1.0780
H -0.4790 4.5016 -1.1004
H -3.9813 -2.5249 0.4814
H -5.3955 4.5028 -0.6036
H 1.7176 1.0120 -2.3728
H 3.4801 0.4864 2.1666
H 2.9938 2.1614 -1.1033
H -1.9412 2.2298 2.2143
H -0.7791 3.4790 1.7684
H -3.9560 -3.7833 -2.3566
H -1.7757 6.6212 -1.4133
H 4.8380 0.0267 -1.2729
H 0.1854 3.9754 4.6363
H 2.5760 -1.3196 4.0581
H 1.7841 1.0351 -4.8203
H -2.1602 -0.7535 -4.7335
H -2.6388 -1.3295 3.7897
H -1.3720 -0.2219 -8.0536
H -1.7464 3.6752 3.2256
H 4.9254 0.0329 1.2286
H 3.2719 -0.2952 -2.0505
H 1.8695 -3.8197 -1.9066
H 0.1276 -4.8237 -3.0770
H 2.6691 2.3309 0.6284
H 2.5023 0.5224 5.6353
H 1.9249 2.8967 6.0417
H 1.5792 -2.3226 -1.0079
H 1.3243 -1.5336 2.8387
H -3.1968 -1.0436 -0.0717
H 1.4503 -3.8525 -0.1846
H 4.3444 2.1177 0.0515
H 3.9455 -1.4664 -0.9096
H 0.9504 -1.7774 4.5526
H -2.0661 -0.6559 -2.3397
*
```

Its highest occupied orbital energy (alpha / beta) is -2.66 / -4.75 eV. Its expectation value of S² is 2.024. The calculation puts the LUMO energy (alpha / beta) at 2.286 / 2.145 eV. As for the HOMO-LUMO gap (alpha / beta): 4.95 / 6.90 eV. The molar mass is 705.171 g mol⁻¹.

Atomic partial charges in e from the Mulliken method, atoms 1 to 6: Ti -0.73; Cl -0.24; S -0.52; O -0.93; O -0.91; N 0.89

Stability verdict: P, ahead by 0.0235 hartree